Here is a single C20H22N4O2S molecule at a distorted geometry from OMol25. Energies are from ωB97M-V/def2-TZVPD.

Properties
Structure (SMILES) ... COCCn1c(Cc2ccccc2)nnc1SCC(=O)Nc1ccccc1
Energy ... -41987.9216 eV
Energy above the lowest of the compared OMol25 structures with the same formula, charge and spin ... 12.6 kcal/mol
Frontier orbital gap ... 8.77 eV
Max |F| ... 1.108 eV/Å

Last column: natural (NBO) charge in e.
Element x y z (Å)
C: 3.621 0.691 -4.145  -0.25
O: 3.762 0.956 -2.770  -0.54
C: 3.779 -0.186 -1.951  -0.07
C: 2.370 -0.657 -1.546  -0.25
N: 1.776 0.242 -0.597  -0.37
C: 0.999 1.357 -0.785  0.35
C: 0.429 1.802 -2.079  -0.48
C: -1.001 1.320 -2.196  0.08
C: -1.997 2.185 -2.630  -0.24
C: -3.308 1.754 -2.734  -0.20
C: -3.642 0.454 -2.398  -0.22
C: -2.658 -0.414 -1.959  -0.18
C: -1.347 0.017 -1.862  -0.25
N: 0.728 1.906 0.363  -0.29
N: 1.318 1.187 1.332  -0.36
C: 1.942 0.192 0.758  0.17
S: 2.778 -1.098 1.570  0.27
C: 1.892 -1.057 3.170  -0.60
C: 0.460 -1.550 2.967  0.66
O: 0.173 -2.721 3.081  -0.61
N: -0.389 -0.549 2.634  -0.64
C: -1.708 -0.646 2.172  0.22
C: -2.254 0.487 1.569  -0.27
C: -3.547 0.457 1.084  -0.18
C: -4.306 -0.696 1.193  -0.24
C: -3.762 -1.820 1.790  -0.20
C: -2.469 -1.804 2.283  -0.26
H: 2.675 0.190 -4.380  0.16
H: 3.648 1.657 -4.644  0.20
H: 4.446 0.069 -4.512  0.17
H: 4.331 0.092 -1.048  0.20
H: 4.305 -1.013 -2.446  0.18
H: 1.724 -0.724 -2.425  0.22
H: 2.445 -1.642 -1.077  0.24
H: 0.448 2.891 -2.108  0.25
H: 1.032 1.426 -2.907  0.23
H: -1.744 3.204 -2.885  0.21
H: -4.071 2.440 -3.072  0.21
H: -4.666 0.119 -2.471  0.21
H: -2.909 -1.427 -1.684  0.22
H: -0.595 -0.674 -1.508  0.21
H: 2.435 -1.754 3.806  0.26
H: 1.950 -0.041 3.554  0.25
H: 0.026 0.374 2.503  0.44
H: -1.656 1.381 1.471  0.23
H: -3.959 1.338 0.613  0.22
H: -5.316 -0.718 0.812  0.21
H: -4.349 -2.723 1.878  0.21
H: -2.046 -2.680 2.745  0.25

=====

Here is a molecular structure, C3FO2Rb from OMol25. Energies are from ωB97M-V/def2-TZVPD.

Properties
Multiplicity ... 2
Total charge ... +1
Energy ... -10570.0585 eV
Frontier orbital gap (alpha / beta) ... 6.88 / 9.05 eV
Max |F| ... 0.758 eV/Å

Last column: natural (NBO) charge in e.
Element x y z (Å)
O: -1.426 -2.377 -0.149  -0.36
C: -0.352 0.462 1.239  0.67
C: -0.771 -1.437 0.014  0.68
O: -0.741 1.186 2.055  -0.37
C: -0.028 -0.357 0.241  -0.19
F: 0.992 0.111 -0.726  -0.43
Rb: 2.325 2.413 -2.674  1.00

=====

Here is a molecular structure, C4H5NO from OMol25. Energies are from ωB97M-V/def2-TZVPD.

Properties
Energy ... -7760.1463 eV
Energy above the lowest of the compared OMol25 structures with the same formula, charge and spin ... 147.1 kcal/mol
Frontier orbital gap ... 8.57 eV
Max |F| ... 0.990 eV/Å

Last column: natural (NBO) charge in e.
Element x y z (Å)
C: -1.789 0.246 0.169  -0.67
C: -0.418 0.214 -0.380  -0.03
C: 0.800 0.539 -0.170  0.00
C: 2.012 -0.045 0.023  -0.31
N: 1.919 -1.408 0.262  0.11
O: 0.825 -1.954 0.180  -0.39
H: -1.804 0.071 1.253  0.25
H: -2.176 1.248 -0.030  0.24
H: -2.401 -0.505 -0.334  0.25
H: 0.079 1.145 -1.136  0.33
H: 2.954 0.450 0.164  0.22

=====

Here is a molecular structure, C43H60BClN9O7Zr at a distorted geometry from OMol25. Energies are from ωB97M-V/def2-TZVPD.

Properties
Total charge ... +1
Energy ... -87780.6001 eV
Energy above the lowest of the compared OMol25 structures with the same formula, charge and spin ... 28.9 kcal/mol
Frontier orbital gap ... 6.77 eV
Max |F| ... 3.693 eV/Å

Last column: Mulliken charge in e.
Element x y z (Å)
Zr: -0.240 -0.135 0.073  -2.48
C: -3.296 1.315 -3.468  -1.60
C: -3.525 0.380 -2.270  1.17
C: -4.955 -0.159 -2.273  -1.81
C: -3.224 1.141 -1.012  0.15
C: -4.109 1.983 -0.346  -1.00
C: -3.384 2.544 0.691  -0.07
C: -3.879 3.548 1.682  1.91
C: -5.308 3.220 2.112  -1.77
C: -3.825 4.945 1.051  -1.57
N: -2.125 2.071 0.609  0.50
N: -2.018 1.197 -0.424  0.89
B: -0.905 2.547 1.409  1.04
N: -0.461 1.502 2.468  1.19
N: 0.333 0.484 2.055  0.81
C: 0.733 -0.193 3.144  -0.08
C: 0.171 0.399 4.271  -1.16
C: -0.575 1.475 3.810  0.07
C: -1.409 2.401 4.633  1.12
C: -2.733 1.700 4.962  -1.57
C: -0.674 2.796 5.917  -1.71
C: 1.670 -1.364 3.094  2.20
C: 1.078 -2.568 3.829  -1.69
C: 3.029 -1.000 3.708  -1.72
N: 0.284 2.743 0.446  0.78
N: 0.509 1.944 -0.640  0.29
C: 1.649 2.373 -1.207  -0.22
C: 2.156 3.444 -0.470  -1.32
C: 1.263 3.666 0.560  0.14
C: 1.333 4.867 1.460  -0.07
C: 1.185 4.602 2.962  -1.38
C: 0.319 5.911 0.968  -1.38
C: 2.293 2.001 -2.517  0.64
C: 2.048 3.156 -3.500  -1.62
C: 1.857 0.697 -3.173  -1.33
H: -3.357 0.769 -4.407  0.40
H: -2.328 1.812 -3.399  0.31
H: -4.061 2.088 -3.479  0.42
H: -2.867 -0.491 -2.325  -0.13
H: -5.685 0.645 -2.273  0.36
H: -5.118 -0.791 -1.404  0.38
H: -5.115 -0.758 -3.165  0.46
H: -5.136 2.155 -0.589  0.49
H: -3.246 3.527 2.571  -0.88
H: -5.987 3.292 1.268  0.38
H: -5.636 3.925 2.872  0.43
H: -5.368 2.214 2.519  0.38
H: -4.467 4.986 0.174  0.37
H: -2.814 5.191 0.737  0.28
H: -4.166 5.690 1.765  0.42
H: -1.167 3.560 1.938  -0.48
H: 0.288 0.075 5.284  0.62
H: -1.622 3.306 4.059  -0.01
H: -2.556 0.891 5.667  0.42
H: -3.178 1.283 4.061  0.23
H: -3.425 2.402 5.419  0.44
H: -0.489 1.922 6.535  0.36
H: -1.278 3.487 6.497  0.46
H: 0.277 3.273 5.692  0.33
H: 1.815 -1.636 2.041  -1.10
H: 0.948 -2.346 4.884  0.37
H: 1.752 -3.415 3.733  0.43
H: 0.118 -2.838 3.402  0.32
H: 2.915 -0.727 4.754  0.37
H: 3.482 -0.170 3.173  0.38
H: 3.697 -1.855 3.652  0.46
H: 3.056 3.991 -0.667  0.71
H: 2.331 5.283 1.289  0.71
H: 0.157 4.716 3.288  0.14
H: 1.786 5.322 3.511  0.57
H: 1.530 3.602 3.210  0.14
H: -0.698 5.570 1.141  0.03
H: 0.437 6.097 -0.098  0.36
H: 0.462 6.849 1.497  0.48
H: 3.368 1.936 -2.313  0.44
H: 0.979 3.327 -3.608  0.35
H: 2.461 2.916 -4.475  0.42
H: 2.502 4.077 -3.151  0.41
H: 0.920 0.845 -3.705  0.17
H: 1.761 -0.093 -2.434  0.09
H: 2.605 0.394 -3.902  0.56
C: 0.913 -7.108 -6.651  -0.88
O: 1.339 -5.879 -6.101  -0.42
C: 2.169 -5.888 -5.035  0.90
C: 2.642 -7.035 -4.398  -0.42
C: 3.468 -6.928 -3.300  -0.40
C: 3.809 -5.679 -2.774  -0.50
C: 3.388 -4.530 -3.459  0.12
C: 2.581 -4.636 -4.564  -0.81
N: 4.609 -5.708 -1.644  -0.47
N: 4.675 -4.838 -0.778  -0.56
C: 3.882 -3.724 -0.623  0.39
C: 4.508 -2.533 -0.269  -0.52
C: 3.797 -1.355 -0.093  -0.61
C: 2.418 -1.319 -0.265  0.05
O: 1.693 -0.232 -0.130  -0.29
C: 1.745 -2.536 -0.589  0.44
N: 0.403 -2.433 -0.765  0.93
C: -0.274 -3.543 -0.984  -0.22
C: 0.320 -4.810 -0.980  -1.88
C: 1.682 -4.927 -0.833  -1.03
C: 2.455 -3.761 -0.694  0.78
H: 0.283 -6.844 -7.496  0.24
H: 0.334 -7.695 -5.931  0.35
H: 1.758 -7.702 -7.006  0.36
H: 2.377 -8.012 -4.765  0.44
H: 3.835 -7.812 -2.805  0.47
H: 3.728 -3.558 -3.134  0.51
H: 2.244 -3.759 -5.094  0.51
H: 5.583 -2.531 -0.187  0.52
H: 4.299 -0.439 0.174  0.58
H: -1.342 -3.432 -1.151  0.73
H: -0.299 -5.684 -1.095  0.53
H: 2.146 -5.904 -0.801  0.77
O: -0.601 -0.387 -2.158  -0.56
H: -0.905 0.372 -2.685  0.06
H: -0.629 -1.181 -2.713  0.34
O: -2.947 -2.607 1.626  -0.80
Cl: -2.070 -1.615 1.212  2.32
O: -0.709 -1.943 1.492  -0.49
O: -2.325 -0.359 1.805  -0.49
O: -2.125 -1.435 -0.212  -0.64

=====

Here is a single C18H15Cl3O6 molecule at a distorted geometry from OMol25. Energies are from ωB97M-V/def2-TZVPD.

Properties
Structure (SMILES) ... CC(C)=C/C=C(\OC(=O)C(Cl)(Cl)Cl)c1cc(O)c2c(O)ccc(O)c2c1O
Energy ... -68760.3453 eV
Frontier orbital gap ... 7.05 eV
Max |F| ... 3.152 eV/Å

Last column: natural (NBO) charge in e.
Element x y z (Å)
C: 2.095 -0.454 -3.623  -0.66
C: 2.930 -1.060 -2.497  0.12
C: 4.090 -1.905 -2.950  -0.65
C: 2.665 -0.994 -1.128  -0.29
C: 1.542 -0.209 -0.591  -0.22
C: 1.171 -0.228 0.733  0.25
O: 1.845 -0.961 1.698  -0.49
C: 3.012 -0.379 2.152  0.75
O: 3.401 0.753 1.896  -0.55
C: 3.814 -1.301 3.101  -0.19
Cl: 3.373 -0.892 4.770  0.07
Cl: 3.511 -3.059 2.799  0.03
Cl: 5.576 -1.094 2.878  0.06
C: -0.040 0.436 1.156  -0.19
C: -1.128 -0.353 1.566  -0.26
C: -2.342 0.243 1.867  0.30
O: -3.361 -0.595 2.211  -0.70
C: -2.434 1.646 1.831  -0.08
C: -3.625 2.326 2.153  0.28
O: -4.719 1.632 2.592  -0.68
C: -3.730 3.685 2.083  -0.24
C: -2.617 4.458 1.738  -0.24
C: -1.448 3.840 1.447  0.30
O: -0.365 4.646 1.196  -0.68
C: -1.301 2.445 1.466  -0.16
C: -0.114 1.808 1.116  0.38
O: 1.020 2.544 0.766  -0.73
H: 2.666 0.270 -4.164  0.23
H: 1.218 0.054 -3.211  0.22
H: 1.731 -1.181 -4.358  0.23
H: 3.664 -2.624 -3.657  0.22
H: 4.569 -2.463 -2.161  0.22
H: 4.855 -1.284 -3.480  0.22
H: 3.409 -1.400 -0.421  0.21
H: 0.908 0.442 -1.195  0.23
H: -1.035 -1.451 1.568  0.21
H: -3.019 -1.507 2.364  0.51
H: -4.459 0.675 2.567  0.50
H: -4.663 4.143 2.352  0.23
H: -2.648 5.557 1.662  0.23
H: 0.390 4.022 1.099  0.50
H: 1.824 1.996 0.833  0.53

=====

Here is a molecular structure, C21H28N4O4SSiV from OMol25. Energies are from ωB97M-V/def2-TZVPD.

Properties
Multiplicity ... 2
Total charge ... +2
Energy ... -80770.5797 eV
Energy above the lowest of the compared OMol25 structures with the same formula, charge and spin ... 0.0 kcal/mol
Frontier orbital gap (alpha / beta) ... 6.74 / 7.75 eV
Max |F| ... 0.505 eV/Å

Last column: natural (NBO) charge in e.
Element x y z (Å)
V: -0.462 -0.177 0.893  1.26
C: 3.589 -5.016 -1.411  -1.12
Si: 2.810 -3.427 -1.974  1.62
C: 3.947 -1.988 -1.642  -1.13
C: 2.260 -3.463 -3.748  -1.12
C: 1.171 -3.284 -0.964  -0.43
C: 0.314 -4.396 -0.904  -0.06
C: -0.906 -4.368 -0.242  -0.23
C: -1.299 -3.209 0.391  0.10
N: -0.497 -2.139 0.374  -0.51
C: 0.685 -2.179 -0.291  0.09
S: 1.385 -0.551 -0.174  0.23
H: 4.518 -5.166 -1.967  0.27
H: 2.953 -5.880 -1.612  0.25
H: 3.837 -5.013 -0.349  0.25
H: 4.896 -2.189 -2.145  0.27
H: 4.169 -1.862 -0.580  0.24
H: 3.567 -1.047 -2.044  0.24
H: 3.132 -3.597 -4.393  0.27
H: 1.761 -2.541 -4.049  0.25
H: 1.581 -4.297 -3.935  0.25
H: 0.614 -5.311 -1.403  0.24
H: -1.547 -5.237 -0.215  0.26
H: -2.238 -3.126 0.920  0.23
C: -4.387 2.400 0.475  -0.62
C: -3.959 2.225 -0.979  -0.37
C: -2.446 2.439 -1.215  -0.27
C: -2.099 2.234 -2.710  -0.37
C: -0.609 2.363 -3.017  -0.62
C: -2.084 3.870 -0.815  0.72
O: -2.578 4.812 -1.362  -0.51
N: -1.178 4.059 0.239  -0.65
C: -0.525 3.082 0.944  0.81
O: 0.192 3.285 1.892  -0.58
N: -0.767 1.784 0.488  -0.68
C: -1.677 1.461 -0.416  0.78
O: -1.790 0.174 -0.506  -0.61
H: -5.458 2.237 0.570  0.25
H: -4.177 3.408 0.838  0.22
H: -3.889 1.682 1.134  0.18
H: -4.476 2.944 -1.614  0.25
H: -4.212 1.224 -1.333  0.23
H: -2.665 2.984 -3.260  0.25
H: -2.465 1.250 -3.008  0.23
H: -0.224 3.345 -2.735  0.22
H: -0.437 2.243 -4.085  0.25
H: -0.020 1.599 -2.500  0.19
H: -1.011 5.019 0.515  0.45
O: -0.171 -0.031 2.678  -0.48
N: 0.459 0.721 3.603  0.05
C: -0.279 1.543 4.360  0.08
C: 0.336 2.316 5.313  -0.20
C: 1.713 2.236 5.471  -0.08
C: 2.445 1.372 4.661  -0.20
C: 1.792 0.615 3.723  0.06
H: -1.341 1.546 4.168  0.26
H: -0.264 2.977 5.921  0.27
H: 2.213 2.841 6.215  0.26
H: 3.518 1.284 4.754  0.27
H: 2.280 -0.081 3.057  0.25

=====

Here is a single C3H6N4O molecule at a distorted geometry from OMol25. Energies are from ωB97M-V/def2-TZVPD.

Properties
Structure (SMILES) ... [H]/N=c1/cnn(C)n1O
Energy ... -11211.4929 eV
Energy above the lowest of the compared OMol25 structures with the same formula, charge and spin ... 121.8 kcal/mol
Frontier orbital gap ... 9.04 eV
Max |F| ... 4.124 eV/Å

Last column: natural (NBO) charge in e.
Element x y z (Å)
H: -2.958 -1.159 0.161  0.36
N: -2.716 -0.086 0.027  -0.65
C: -1.464 0.236 0.194  0.32
C: -0.912 1.612 0.007  -0.06
N: 0.376 1.542 -0.254  -0.18
N: 0.745 0.191 -0.247  -0.16
C: 2.233 -0.153 0.189  -0.42
N: -0.330 -0.586 0.441  -0.04
O: -0.411 -1.798 -0.257  -0.54
H: -1.643 2.440 -0.047  0.24
H: 2.062 -0.396 1.328  0.21
H: 2.864 0.708 -0.142  0.24
H: 2.539 -1.096 -0.212  0.21
H: -0.386 -1.454 -1.188  0.46

=====

Here is a molecular structure, C7H10N4OS2 at a distorted geometry from OMol25. Energies are from ωB97M-V/def2-TZVPD.

Properties
Energy ... -37096.9439 eV
Energy above the lowest of the compared OMol25 structures with the same formula, charge and spin ... 0.0 kcal/mol
Frontier orbital gap (alpha / beta) ... 6.60 / 6.60 eV
Max |F| ... 2.242 eV/Å

Last column: natural (NBO) charge in e.
Element x y z (Å)
C: -0.780 1.757 -1.354  -0.29
C: -0.889 2.364 -0.173  -0.33
C: -2.332 -0.936 -0.088  0.73
C: 2.638 -0.108 0.215  0.25
C: -0.707 0.287 -1.676  -0.26
C: -1.683 -1.483 1.192  -0.56
C: -0.412 -0.983 0.548  0.59
N: 0.793 -1.650 0.573  -0.41
N: -1.082 -0.583 -0.590  -0.44
N: 2.156 0.686 1.186  -0.82
N: 1.838 -1.152 -0.204  -0.48
O: -3.425 -0.859 -0.551  -0.51
S: 4.115 0.065 -0.482  -0.22
S: -0.941 1.677 1.413  -0.34
H: -0.740 2.382 -2.234  0.21
H: -0.958 3.444 -0.139  0.21
H: -1.399 0.080 -2.499  0.24
H: 0.308 0.022 -1.997  0.23
H: -1.987 -0.967 2.097  0.28
H: -1.754 -2.561 1.326  0.24
H: 1.056 -1.966 1.508  0.40
H: 1.150 0.834 1.321  0.42
H: 2.734 1.484 1.404  0.42
H: 2.298 -1.832 -0.795  0.42